# 1
DFT (ωB97M-V/def2-TZVPD) results for an isolated molecule of C8H13F2N in a non-equilibrium geometry.

Cartesian coordinates (Å):
C -1.68304 -1.82568 -1.07189
C -1.12848 -1.04905 -0.11504
C 2.45916 0.66145 0.69434
C 1.25637 1.64160 0.46822
C -0.49025 0.19335 -0.40522
C 2.35873 -0.56337 -0.14147
C -1.15041 -1.52845 1.31494
C -0.48087 0.78124 -1.78212
N -0.00411 0.97229 0.60186
F 3.11889 -0.56816 -1.27723
F 2.57547 -1.74269 0.51514
H -2.12920 -2.77063 -0.82233
H -1.68313 -1.56551 -2.11341
H 3.35798 1.23168 0.45386
H 2.47734 0.37278 1.74582
H 1.31327 2.44524 1.20558
H 1.33852 2.06875 -0.52983
H -0.14549 -1.54890 1.73661
H -1.78394 -0.88872 1.93143
H -1.54626 -2.53924 1.35814
H 0.40158 0.48640 -2.34817
H -0.50818 1.86864 -1.72425
H -1.35797 0.45616 -2.33412
H -0.13210 0.57772 1.52493

HOMO-LUMO gap, eV: 5.612
Lowest unoccupied orbital energy, eV: -0.43
Energy above the lowest of the compared OMol25 structures with the same formula, charge and spin, kJ/mol: 170.6

# 2
DFT (ωB97M-V/def2-TZVPD) results for a structure of composition C8H13F6ILiO4P in a non-equilibrium geometry.

Cartesian coordinates (Å):
F 6.49134 -0.65064 0.52671
C 5.45911 -0.71003 -0.43033
F 5.55998 -2.01145 -0.97521
F 5.62964 0.23713 -1.42372
C 4.06339 -0.63434 0.32599
O 3.44452 0.65022 0.30549
C 2.48206 0.78109 -0.75864
C 1.15900 -0.08091 -0.58119
C 0.12535 0.47204 0.48802
I 0.83337 1.28121 2.39585
C -1.02976 1.49092 0.03202
O -2.22271 1.19953 0.80795
P -2.25832 -0.47039 1.30872
C -3.07177 -1.09252 -0.30566
O -3.56471 -0.00424 -1.17316
C -4.92405 -0.14305 -1.42436
F -5.71674 0.15709 -0.32482
F -5.25016 0.82209 -2.39985
F -5.25586 -1.37286 -2.00661
O -0.59030 -0.72967 0.83205
H 4.28552 -0.86500 1.42292
H 3.42206 -1.48585 -0.04703
H 2.95388 0.57980 -1.78372
H 2.18272 1.88516 -0.79369
H 0.61792 -0.04500 -1.59027
H 1.34208 -1.18675 -0.38791
H -1.35741 1.39391 -1.04999
H -0.85669 2.58834 0.25121
H -3.56576 -0.38030 1.95799
H -2.29429 -1.86856 1.70125
H -1.76305 -0.23709 2.66121
H -2.31636 -1.68281 -0.91633
H -3.90899 -1.79813 0.01928
Li -0.10500 3.91106 3.33581

HOMO-LUMO gap, eV: 4.834
Lowest unoccupied orbital energy, eV: -2.38

# 3
DFT (ωB97M-V/def2-TZVPD) results for a cluster of 2 separate species, C8H13FINO in total in a non-equilibrium geometry.

Cartesian coordinates (Å):
C -0.26626 1.30908 -0.48699
C 2.12006 -1.97562 0.08801
C 2.44863 -0.80957 -0.81766
C 0.66957 -1.91268 0.12496
C 2.05754 0.51130 -0.24128
C 0.21079 -0.66420 0.85556
C -3.48964 2.13802 -0.09783
C -2.61321 1.03232 0.24762
N 0.57943 0.49001 0.06020
O -0.32603 2.27176 -1.20716
F -2.44881 1.07193 1.62613
I -3.39578 -0.96337 -0.14160
H 2.46802 -2.92856 -0.31533
H 2.61473 -1.67332 1.04975
H 3.51860 -0.70488 -0.72536
H 2.17402 -0.81053 -1.88743
H 0.29726 -1.88802 -0.88855
H 0.28040 -2.69090 0.66344
H 2.47648 0.82842 0.74169
H 2.05402 1.44463 -0.80073
H -0.87627 -0.70638 1.07177
H 0.66446 -0.59867 1.83087
H -3.14307 3.01916 0.37563
H -3.43032 2.23079 -1.20139
H -4.64462 1.97928 0.07569

HOMO-LUMO gap (spin up / spin down), eV: 7.864 / 7.863
Lowest unoccupied orbital energy (spin up / spin down), eV: 0.23 / 0.23
Energy above the lowest of the compared OMol25 structures with the same formula, charge and spin, kJ/mol: 137.3

# 4
DFT (ωB97M-V/def2-TZVPD) results for a structure of composition C8H13MoNOSSe in a non-equilibrium geometry.

Cartesian coordinates (Å):
Mo -1.30161 0.59262 0.15141
O -1.77698 -1.27719 -0.71562
C -0.86655 -1.86311 -1.70143
C 0.43196 -1.11460 -1.64255
C 1.51688 -1.54047 -2.37665
C 2.69092 -0.80872 -2.33086
C 2.75460 0.33219 -1.54061
C 1.64342 0.69737 -0.82589
N 0.48902 -0.00987 -0.87017
H -2.67082 -1.64326 -0.79992
H -1.32108 -1.77062 -2.68384
H -0.72768 -2.91173 -1.46024
H 1.43948 -2.43508 -2.98273
H 3.55110 -1.12510 -2.90760
H 3.65235 0.93113 -1.47993
H 1.65443 1.58062 -0.20350
C -1.40433 0.14681 3.64434
S -0.10543 0.42019 2.40813
C -0.39397 2.13663 1.91301
H -2.37678 0.46285 3.27884
H -1.12903 0.68336 4.54927
H -1.40367 -0.92370 3.84165
H 0.51014 2.73254 1.99456
H -1.20913 2.58984 2.46307
H -0.63103 2.23958 0.82249
Se -3.01619 1.87772 -0.54525

HOMO-LUMO gap (spin up / spin down), eV: 6.810 / 8.337
Charge: +2
Lowest unoccupied orbital energy (spin up / spin down), eV: -9.03 / -8.54
Multiplicity: 3